Here is the molecule C3H8N2S2 in a non-equilibrium geometry from the Open Molecules 2025 dataset. Energies are from ωB97M-V/def2-TZVPD.

Calculated values
ΔE to the lowest compared entry with this formula, charge and spin	51.8	kcal per mole
frontier orbital gap	9.608	eV
E_LUMO	0.022	Ha
F_max	4.97	eV Å⁻¹
E_tot	-27889.451	eV

Atoms and positions in Å:
H: -2.290 -1.406 1.504
N: -2.364 -0.779 0.628
C: -1.239 -0.642 -0.067
N: -1.346 0.511 -0.898
S: -0.972 0.305 -2.543
S: 0.229 -1.554 0.362
C: 1.601 -0.311 0.244
C: 1.468 0.998 1.098
H: -2.153 1.047 -0.706
H: -1.295 -1.030 -3.008
H: 1.751 -0.105 -0.911
H: 2.541 -0.780 0.505
H: 2.271 1.723 0.969
H: 1.282 0.493 2.112
H: 0.514 1.531 0.712

***

Here is a cluster of 2 separate species, C3H8N2S2 in total in a non-equilibrium geometry from the Open Molecules 2025 dataset. Energies are from ωB97M-V/def2-TZVPD.

Calculated values
ΔE to the lowest compared entry with this formula, charge and spin	66.3	kcal per mole
frontier orbital gap	9.874	eV
E_LUMO	0.021	Ha
F_max	3.91	eV Å⁻¹
E_tot	-27888.823	eV

Atoms and positions in Å:
N: -1.935 1.630 -0.156
C: -2.411 0.490 -0.055
S: -1.469 -1.006 0.310
S: -4.158 0.116 0.017
H: -1.012 1.782 0.072
H: -0.235 -0.560 -0.008
H: -3.835 -1.142 -0.430
C: 1.901 -0.727 -1.173
N: 1.316 -0.014 -0.341
C: 1.711 0.306 0.955
H: 1.575 -0.800 -2.221
H: 2.846 -1.136 -0.640
H: 2.196 1.239 0.856
H: 0.874 0.155 1.598
H: 2.634 -0.334 1.214

***

Here is a cluster of 2 separate species, C3H8N2S2 in total in a non-equilibrium geometry from the Open Molecules 2025 dataset. Energies are from ωB97M-V/def2-TZVPD.

Calculated values
ΔE to the lowest compared entry with this formula, charge and spin	134.6	kcal per mole
frontier orbital gap (alpha / beta)	6.285 / 7.669	eV
E_LUMO (alpha / beta)	-0.019 / 0.020	Ha
F_max	3.95	eV Å⁻¹
E_tot	-27885.861	eV

Atoms and positions in Å:
C: -0.642 -2.227 -1.412
C: 0.766 0.128 1.473
C: -0.421 1.203 -1.098
N: 1.109 -0.188 0.025
N: 0.660 0.326 -1.072
S: -0.119 -2.391 0.054
S: -1.711 -3.232 -2.181
H: -0.185 0.532 1.376
H: 0.878 -0.848 2.054
H: 1.547 0.756 1.710
H: -0.082 2.087 -1.569
H: -1.264 0.745 -1.764
H: -0.883 1.489 -0.165
H: 1.999 -0.639 0.031
H: -2.178 -4.228 -1.163

***

Here is the molecule C3H8N2S2 in a non-equilibrium geometry from the Open Molecules 2025 dataset. Energies are from ωB97M-V/def2-TZVPD.

Calculated values
ΔE to the lowest compared entry with this formula, charge and spin	24.0	kcal per mole
frontier orbital gap	9.550	eV
E_LUMO	0.024	Ha
F_max	1.40	eV Å⁻¹
E_tot	-27890.657	eV

Atoms and positions in Å:
H: -0.430 0.416 -2.739
N: 0.295 0.118 -2.076
C: -0.105 0.298 -0.868
S: -1.647 1.124 -0.496
C: -2.283 0.195 0.920
N: 0.670 -0.157 0.188
C: 1.809 -1.015 -0.177
S: 0.943 0.843 1.545
H: -2.089 -0.847 0.793
H: -3.344 0.374 0.957
H: -1.800 0.554 1.854
H: 2.584 -0.438 -0.678
H: 2.230 -1.463 0.709
H: 1.432 -1.770 -0.900
H: 1.734 1.768 0.969

***

Here is a cluster of 2 separate species, C3H8N3 in total in a non-equilibrium geometry from the Open Molecules 2025 dataset. Energies are from ωB97M-V/def2-TZVPD.

Calculated values
ΔE to the lowest compared entry with this formula, charge and spin	156.9	kcal per mole
net charge	+1
frontier orbital gap	8.988	eV
E_LUMO	-0.221	Ha
F_max	6.38	eV Å⁻¹
E_tot	-7698.474	eV

Atoms and positions in Å:
C: 1.768 -0.423 -0.331
C: 0.586 1.065 0.741
C: -1.658 -0.102 -0.350
N: 1.722 0.720 0.130
N: 0.593 -1.140 -0.149
N: -0.394 -0.269 0.376
H: 2.809 -0.874 -0.710
H: 0.736 0.918 1.821
H: 0.219 1.994 0.317
H: -1.906 0.993 -0.329
H: -1.616 -0.626 -1.285
H: -2.482 -0.457 0.302
H: 0.194 -1.197 -1.833
H: -0.570 -0.602 1.300

***

Here is the ion C3H8N3O with charge +1 in a non-equilibrium geometry from the Open Molecules 2025 dataset. Energies are from ωB97M-V/def2-TZVPD.

Calculated values
ΔE to the lowest compared entry with this formula, charge and spin	18.4	kcal per mole
net charge	+1
frontier orbital gap	10.876	eV
E_LUMO	-0.113	Ha
F_max	4.62	eV Å⁻¹
E_tot	-9751.665	eV

Atoms and positions in Å:
N: 1.903 0.434 0.652
C: 1.077 -0.054 -0.402
C: 0.407 -1.462 -0.236
O: -0.993 -1.224 0.011
C: -1.247 0.011 -0.019
N: -2.390 0.588 0.416
N: -0.255 0.719 -0.563
H: 1.554 0.902 1.535
H: 2.838 0.732 0.266
H: 1.588 0.244 -1.395
H: 0.464 -1.930 -1.227
H: 0.853 -2.051 0.548
H: -2.721 1.480 0.130
H: -2.995 -0.073 0.677
H: -0.086 1.683 -0.393

***

Here is a cluster of 2 separate species, C3H8N3O2 in total in a non-equilibrium geometry from the Open Molecules 2025 dataset. Energies are from ωB97M-V/def2-TZVPD.

Calculated values
ΔE to the lowest compared entry with this formula, charge and spin	142.6	kcal per mole
net charge	-1
frontier orbital gap	7.514	eV
E_LUMO	0.149	Ha
F_max	4.44	eV Å⁻¹
E_tot	-11802.141	eV

Atoms and positions in Å:
C: -0.591 0.651 1.180
C: -0.777 0.515 -1.212
C: -0.532 -0.270 0.013
N: 1.362 -0.943 0.030
N: -1.111 -1.560 0.056
N: 2.250 -0.047 0.002
O: 1.977 1.210 -0.089
O: 3.433 -0.420 0.164
H: -0.540 0.204 2.167
H: 0.185 1.349 1.155
H: -1.735 1.037 1.192
H: -0.856 -0.076 -2.167
H: 0.095 1.107 -1.225
H: -1.650 1.275 -1.200
H: -0.773 -1.898 -0.851
H: -0.739 -2.134 0.783

***

Here is a cluster of 2 separate species, C3H8N3O2 in total in a non-equilibrium geometry from the Open Molecules 2025 dataset. Energies are from ωB97M-V/def2-TZVPD.

Calculated values
ΔE to the lowest compared entry with this formula, charge and spin	28.2	kcal per mole
net charge	-1
frontier orbital gap	8.147	eV
E_LUMO	0.146	Ha
F_max	1.75	eV Å⁻¹
E_tot	-11807.100	eV

Atoms and positions in Å:
C: 2.004 0.381 -1.169
C: 2.076 -0.762 -0.450
N: 1.671 -0.934 0.852
N: 2.210 0.342 -2.631
H: 1.691 1.348 -0.769
H: 2.520 -1.631 -0.953
H: 1.735 -1.910 1.139
H: 0.792 -0.458 1.151
H: 2.799 1.105 -2.980
H: 1.263 0.466 -3.088
N: -2.422 -0.881 0.319
C: -1.905 0.398 0.949
O: -2.723 1.361 0.918
O: -0.776 0.270 1.500
H: -3.180 -1.226 0.897
H: -2.895 -0.537 -0.499

***

Here is the ion C3H8N3O2 with charge +1 in a non-equilibrium geometry from the Open Molecules 2025 dataset. Energies are from ωB97M-V/def2-TZVPD.

Calculated values
ΔE to the lowest compared entry with this formula, charge and spin	92.8	kcal per mole
net charge	+1
frontier orbital gap	9.371	eV
E_LUMO	-0.179	Ha
F_max	4.04	eV Å⁻¹
E_tot	-11795.478	eV

Atoms and positions in Å:
C: 0.538 0.150 2.279
N: 0.231 -0.895 1.295
C: -0.019 -0.674 0.002
N: -0.158 -1.634 -0.871
C: 0.042 0.777 -0.440
N: -0.194 1.326 -1.608
O: -0.144 2.454 -1.991
O: -0.434 0.300 -2.563
H: 1.485 0.628 1.972
H: -0.008 1.100 2.163
H: 0.308 -0.091 3.280
H: -0.128 -1.793 1.548
H: -0.455 -1.330 -1.770
H: -0.356 -2.491 -0.420
H: 0.031 1.392 0.477
H: -0.740 0.781 -3.352

***

Here is a structure of composition C3H8N3S in a non-equilibrium geometry from the Open Molecules 2025 dataset. Energies are from ωB97M-V/def2-TZVPD.

Calculated values
ΔE to the lowest compared entry with this formula, charge and spin	64.6	kcal per mole
net charge	+1
frontier orbital gap	7.749	eV
E_LUMO	-0.197	Ha
F_max	5.85	eV Å⁻¹
E_tot	-18536.702	eV

Atoms and positions in Å:
C: -0.568 1.122 -0.254
C: 0.133 -0.721 1.368
C: -1.003 0.639 0.998
N: 0.281 0.378 -0.908
N: -2.070 0.910 1.704
N: 1.827 -1.184 -2.274
S: 0.850 -0.941 -0.247
H: -0.824 2.037 -0.704
H: 0.964 -0.263 1.953
H: -0.633 -1.383 1.810
H: -2.431 1.899 1.598
H: -2.151 0.582 2.677
H: 1.114 -0.594 -2.872
H: 1.952 -1.992 -2.784
H: 2.559 -0.490 -2.066

***

Here is the molecule C3H8N4 in a non-equilibrium geometry from the Open Molecules 2025 dataset. Energies are from ωB97M-V/def2-TZVPD.

Calculated values
ΔE to the lowest compared entry with this formula, charge and spin	98.2	kcal per mole
frontier orbital gap	8.966	eV
E_LUMO	0.032	Ha
F_max	4.73	eV Å⁻¹
E_tot	-9197.375	eV

Atoms and positions in Å:
C: 0.637 2.083 -0.828
C: -0.339 1.082 -0.229
N: -1.190 0.449 -1.176
N: -1.145 -0.876 -0.914
N: -0.325 -1.091 0.089
C: -0.287 -2.272 0.919
N: 0.375 0.032 0.563
H: 1.304 1.505 -1.575
H: 1.206 2.679 0.054
H: 0.057 2.800 -1.363
H: -0.937 1.545 0.673
H: 0.486 -3.085 0.667
H: 0.012 -1.926 1.982
H: -1.164 -2.825 0.824
H: 1.310 -0.100 0.314

***

Here is the molecule C3H8N4 in a non-equilibrium geometry from the Open Molecules 2025 dataset. Energies are from ωB97M-V/def2-TZVPD.

Calculated values
ΔE to the lowest compared entry with this formula, charge and spin	154.5	kcal per mole
frontier orbital gap	9.445	eV
E_LUMO	0.034	Ha
F_max	6.59	eV Å⁻¹
E_tot	-9194.934	eV

Atoms and positions in Å:
C: -1.086 -1.085 0.367
N: -1.733 -0.068 -0.158
N: -0.994 0.894 -0.955
C: 0.084 1.142 0.258
C: 1.440 0.444 -0.057
N: 1.211 -0.921 -0.699
N: 0.133 -1.549 0.269
H: -1.638 -1.834 1.192
H: -1.639 1.842 -0.556
H: 0.059 2.254 0.529
H: -0.684 0.656 1.127
H: 1.971 1.088 -0.851
H: 1.853 0.241 0.954
H: 0.812 -0.622 -1.581
H: 0.210 -2.482 0.161